Entry a
Computed, not measured: a molecular structure, C6H10OS, with ωB97M-V/def2-TZVPD.

Positions of all 18 atoms, in Å:
C  0.37  2.13  -0.29
C  0.32  0.63  0.01
C  0.22  0.03  1.39
C  0.66  -1.34  0.78
C  -0.54  -1.67  -0.12
C  -0.79  -0.23  -0.69
H  1.26  2.57  0.03
H  -0.48  2.60  0.21
H  0.26  2.26  -1.35
H  0.94  0.45  2.11
H  -0.78  0.04  1.83
H  1.04  -2.14  1.41
H  -0.31  -2.45  -0.88
H  -1.38  -2.04  0.55
H  -1.73  0.13  -0.26
H  -0.03  -0.47  -2.39
O  -0.85  -0.11  -2.08
S  1.82  -0.39  -0.27

Output
- E_HOMO (eV) = -8.67
- orbital gap (eV) = 9.48

Entry b
Computed, not measured: C6H10OS in the gas phase, with ωB97M-V/def2-TZVPD.

Positions of all 18 atoms, in Å:
C  2.02  -0.19  1.55
C  0.98  0.11  0.79
S  0.12  1.62  0.61
C  -0.71  1.00  -1.01
C  -1.69  2.08  -1.28
O  -0.84  -0.39  -0.73
C  0.29  -0.92  -0.13
C  -0.06  -2.25  0.66
H  2.54  0.62  2.13
H  2.38  -1.21  1.56
H  0.10  1.05  -1.64
H  -2.27  2.36  -0.42
H  -2.40  1.63  -2.07
H  -1.14  3.06  -1.59
H  1.04  -1.07  -0.90
H  0.79  -2.47  1.30
H  -0.22  -2.98  -0.16
H  -0.94  -2.05  1.32

Output
- E_HOMO (eV) = -8.29
- SMILES = C=C1S[C@H](C)O[C@@H]1C
- orbital gap (eV) = 9.17

Most stable structure: entry a

Entry a
Computed, not measured: a gas-phase ion, C3H6N3 (charge +1), with ωB97M-V/def2-TZVPD.

Positions of all 12 atoms, in Å:
C  1.70  0.19  0.03
N  0.21  0.07  0.04
C  -0.60  -0.15  -1.02
C  -1.94  -0.13  -0.47
N  -1.84  -0.19  0.84
N  -0.55  0.00  1.14
H  2.28  -0.66  -0.46
H  1.99  1.12  -0.44
H  1.93  0.21  1.15
H  -0.08  -0.17  -1.94
H  -2.91  -0.37  -0.97
H  -0.19  0.10  2.09

Output
- E_HOMO (eV) = -16.04
- total charge = +1
- SMILES = C[n+]1ccn[nH]1
- orbital gap (eV) = 11.39

Entry b
Computed, not measured: 2 unconnected molecules or ions with the total composition C3H6N3, with ωB97M-V/def2-TZVPD.

Positions of all 12 atoms, in Å:
C  0.94  -0.90  0.10
C  0.11  -1.98  -0.25
C  -1.30  1.54  -0.03
N  0.94  2.24  0.40
N  1.71  -0.08  0.37
N  -0.15  1.98  0.19
H  -0.61  -2.18  0.55
H  0.71  -2.88  -0.42
H  -0.44  -1.75  -1.17
H  -1.97  1.43  0.81
H  -1.69  1.55  -1.03
H  1.75  1.03  0.47

Output
- E_HOMO (eV) = -14.26
- total charge = +1
- orbital gap (eV) = 10.05

Most stable structure: entry a

Entry a
Computed, not measured: a gas-phase ion, C4H10NO3 (charge +1), with ωB97M-V/def2-TZVPD.

Positions of all 18 atoms, in Å:
N  -1.39  -0.90  0.64
C  -0.60  -0.10  -0.39
C  -0.68  -0.80  -1.78
O  -1.35  -2.05  -1.58
C  0.85  -0.01  0.05
C  1.26  1.21  0.79
O  2.10  2.00  0.52
O  0.41  1.30  1.89
H  -2.08  -0.30  1.10
H  -0.78  -1.11  1.43
H  -1.82  -1.77  0.30
H  -1.13  0.85  -0.52
H  0.31  -1.02  -2.17
H  -1.10  -0.14  -2.55
H  -1.76  -2.35  -2.42
H  1.56  -0.07  -0.80
H  1.22  -0.86  0.63
H  0.77  1.89  2.56

Output
- E_HOMO (eV) = -14.61
- total charge = +1
- SMILES = [NH3+][C@H](CO)CC(=O)O
- orbital gap (eV) = 11.16

Entry b
Computed, not measured: 2 unconnected molecules or ions with the total composition C4H10NO3, with ωB97M-V/def2-TZVPD.

Positions of all 18 atoms, in Å:
O  -0.74  1.15  2.50
C  -0.48  0.10  2.01
C  -0.44  0.05  0.43
C  -1.48  -0.96  -0.02
C  -1.38  -1.39  -1.44
O  -0.39  -1.21  -2.12
N  0.93  -0.37  -0.03
H  -0.25  -0.80  2.61
H  -0.59  1.12  0.30
H  -1.68  -1.75  0.69
H  -2.45  -0.49  0.10
H  -2.24  -1.91  -1.89
H  0.83  -0.66  -1.02
H  1.57  0.41  0.05
H  1.35  -1.13  0.49
H  3.11  3.04  -0.43
H  3.66  1.93  -1.19
O  2.86  2.15  -0.68

Output
- E_HOMO (eV) = -14.42
- total charge = +1
- orbital gap (eV) = 10.81

Most stable structure: entry a

Entry a
Computed, not measured: a molecular structure, C3H7NS, with ωB97M-V/def2-TZVPD.

Positions of all 12 atoms, in Å:
C  -0.89  -0.04  0.49
C  0.04  1.22  0.38
C  0.14  -1.14  0.44
H  -2.63  0.53  -0.42
H  -2.03  -0.98  -0.82
H  -1.53  -0.08  1.39
H  -0.22  2.07  -0.28
H  0.42  1.61  1.35
H  -0.11  -2.09  -0.09
H  0.57  -1.41  1.36
N  -1.80  0.01  -0.65
S  1.40  0.01  -0.36

Output
- E_HOMO (eV) = -8.50
- orbital gap (eV) = 9.47

Entry b
Computed, not measured: C3H7NS in the gas phase, with ωB97M-V/def2-TZVPD.

Positions of all 12 atoms, in Å:
C  0.52  1.58  0.41
N  0.54  0.58  -0.67
C  0.20  -0.78  0.33
C  -0.77  -1.35  -0.68
S  -1.03  0.22  -1.55
H  0.63  2.50  -0.09
H  -0.35  1.66  1.17
H  1.34  1.46  0.99
H  -0.25  -0.56  1.31
H  1.19  -1.46  0.43
H  -0.31  -2.06  -1.37
H  -1.70  -1.78  -0.27

Output
- E_HOMO (eV) = -8.32
- SMILES = CN1CCS1
- orbital gap (eV) = 9.05

Most stable structure: entry a

Entry a
Computed, not measured: C3H7NS in the gas phase, with ωB97M-V/def2-TZVPD.

Positions of all 12 atoms, in Å:
S  -0.38  -1.67  -0.81
C  -0.65  0.16  -0.78
C  -0.34  0.94  0.49
C  0.86  0.58  1.35
N  0.85  1.82  0.53
H  0.60  -1.59  -0.03
H  -1.65  0.31  -1.13
H  0.03  0.63  -1.42
H  -1.18  1.42  1.00
H  0.93  0.70  2.42
H  1.53  -0.27  0.91
H  0.60  2.71  1.13

Output
- E_HOMO (eV) = -9.11
- SMILES = SC[C@H]1CN1
- orbital gap (eV) = 10.09

Entry b
Computed, not measured: C3H7NS in the gas phase, with ωB97M-V/def2-TZVPD.

Positions of all 12 atoms, in Å:
S  1.20  0.47  -2.12
C  0.83  0.81  -0.39
C  -0.48  0.27  0.03
C  -0.59  -1.03  0.67
N  -0.69  0.17  1.45
H  1.33  -0.85  -2.20
H  0.78  1.88  -0.37
H  1.68  0.43  0.24
H  -1.30  0.67  -0.55
H  -1.50  -1.64  0.55
H  0.31  -1.61  0.92
H  -1.59  0.44  1.76

Output
- E_HOMO (eV) = -9.10
- SMILES = SC[C@H]1CN1
- orbital gap (eV) = 10.08

Entry c
Computed, not measured: a molecular structure, C3H7NS, with ωB97M-V/def2-TZVPD.

Positions of all 12 atoms, in Å:
C  0.80  1.01  0.07
C  -0.74  0.60  -0.12
C  -0.94  -0.96  -0.39
H  1.68  -0.82  -1.05
H  1.18  1.31  1.37
H  1.27  1.73  -0.71
H  -1.32  1.47  -0.68
H  -1.81  -1.38  -0.93
H  0.16  -1.42  -0.54
H  -0.78  -0.70  1.67
N  -1.31  -0.30  1.00
S  1.80  -0.54  0.30

Output
- E_HOMO (eV) = -9.07
- orbital gap (eV) = 9.81

Most stable structure: entry b

Entry a
Computed, not measured: C4H3NOS in the gas phase, with ωB97M-V/def2-TZVPD.

Positions of all 10 atoms, in Å:
C  -0.28  -0.89  0.17
C  0.61  0.21  0.08
C  0.86  1.53  0.32
C  2.05  0.68  -0.16
N  -1.55  -0.66  0.12
O  -3.90  -0.15  -0.43
S  -2.84  0.03  0.50
H  -0.11  -1.96  0.11
H  2.88  0.62  0.52
H  2.29  0.59  -1.23

Output
- E_HOMO (alpha / beta) (eV) = -8.26 / -8.27
- orbital gap (alpha / beta) (eV) = 6.36 / 6.37

Entry b
Computed, not measured: C4H3NOS in the gas phase, with ωB97M-V/def2-TZVPD.

Positions of all 10 atoms, in Å:
C  0.17  -1.04  -0.09
C  -0.84  -0.14  0.02
C  0.87  1.29  0.02
C  1.51  0.09  -0.10
N  -0.45  1.21  0.04
O  4.08  0.49  0.15
S  3.04  -0.53  0.06
H  0.20  -2.11  0.02
H  -1.85  -0.23  0.09
H  1.17  2.32  0.07

Output
- E_HOMO (alpha / beta) (eV) = -9.58 / -9.59
- orbital gap (alpha / beta) (eV) = 7.66 / 7.66

Entry c
Computed, not measured: C4H3NOS in the gas phase, with ωB97M-V/def2-TZVPD.

Positions of all 10 atoms, in Å:
C  -3.20  -0.05  -0.01
C  -1.97  -0.11  0.02
C  -0.52  -0.06  -0.03
N  0.11  -1.16  -0.01
S  1.81  -1.29  -0.01
C  2.50  0.31  0.00
O  2.02  1.40  -0.02
H  -4.26  -0.19  -0.04
H  -0.07  0.97  0.00
H  3.58  0.18  0.09

Output
- E_HOMO (eV) = -9.56
- SMILES = C#C/C=N/SC=O
- orbital gap (eV) = 9.47

Entry d
Computed, not measured: C4H3NOS in the gas phase, with ωB97M-V/def2-TZVPD.

Positions of all 10 atoms, in Å:
S  2.22  -0.01  0.00
C  0.61  0.07  -0.01
N  -0.13  1.24  0.00
C  -1.43  1.19  -0.01
C  -2.18  -0.03  0.00
C  -1.44  -1.15  0.00
O  -0.11  -1.13  0.00
H  -1.95  2.13  0.01
H  -3.27  -0.05  0.02
H  -1.84  -2.15  0.00

Output
- E_HOMO (eV) = -8.77
- SMILES = S=c1nccco1
- orbital gap (eV) = 8.19

Most stable structure: entry d

Entry a
Computed, not measured: C2H3N3OS in the gas phase, with ωB97M-V/def2-TZVPD.

Positions of all 10 atoms, in Å:
O  1.32  -1.55  0.14
C  0.48  -0.50  0.07
C  -0.89  -0.59  0.38
N  -1.39  0.62  0.12
N  -0.48  1.51  -0.23
N  0.69  0.83  -0.18
S  2.11  1.66  -0.52
H  2.09  -1.50  -0.42
H  -1.56  -1.37  0.76
H  -2.37  0.89  -0.10

Output
- E_HOMO (eV) = -7.64
- SMILES = Oc1c[nH]n[n+]1[S-]
- orbital gap (eV) = 8.08

Entry b
Computed, not measured: C2H3N3OS in the gas phase, with ωB97M-V/def2-TZVPD.

Positions of all 10 atoms, in Å:
O  -0.72  -0.52  -1.83
C  -0.42  0.30  -0.75
C  -0.41  1.71  -0.66
N  -0.19  2.02  0.69
N  0.11  0.84  1.34
N  -0.08  -0.14  0.45
S  0.80  -1.61  0.48
H  0.07  -1.32  -1.84
H  -0.82  2.37  -1.48
H  -0.09  -2.27  1.34

Output
- E_HOMO (eV) = -9.43
- SMILES = Oc1cnnn1S
- orbital gap (eV) = 9.52

Most stable structure: entry a

Entry a
Computed, not measured: 9 unconnected molecules or ions with the total composition C6H31N2O8, with ωB97M-V/def2-TZVPD.

Positions of all 47 atoms, in Å:
C  2.04  -0.85  2.21
C  1.86  0.17  3.36
C  0.83  1.28  3.14
C  -0.53  0.70  2.75
C  -1.54  1.77  2.40
N  -1.33  2.38  1.05
C  -2.32  2.31  0.18
N  -2.19  2.68  -1.06
H  3.09  -1.14  2.14
H  1.65  -0.53  1.25
H  1.58  -1.81  2.47
H  2.87  0.59  3.40
H  1.79  -0.35  4.31
H  0.67  1.75  4.11
H  1.30  2.02  2.49
H  -0.93  0.12  3.59
H  -0.43  -0.09  2.01
H  -2.60  1.55  2.50
H  -1.36  2.61  3.08
H  -0.41  2.18  0.64
H  -3.32  2.19  0.56
H  -1.35  3.03  -1.51
H  -3.03  2.66  -1.62
H  0.67  2.43  -2.71
H  0.28  1.18  -1.83
O  0.35  2.15  -1.84
H  0.62  -3.87  -1.25
H  0.99  -4.77  -0.06
O  0.25  -4.34  -0.50
H  4.52  -0.67  -0.91
H  4.63  -0.54  -2.34
O  3.95  -0.42  -1.66
H  -3.04  0.16  -1.75
H  -4.41  -0.39  -1.56
O  -3.86  0.36  -1.27
H  0.73  -1.17  -3.10
H  0.57  -0.19  -4.23
O  0.11  -0.60  -3.49
H  0.98  -0.47  -0.88
H  -0.22  -0.80  0.01
O  0.34  -0.04  -0.30
H  1.95  -3.21  -2.99
H  2.57  -2.56  -1.72
O  1.78  -2.75  -2.18
H  -0.76  -3.12  0.37
H  -1.77  -2.22  -0.30
O  -1.03  -2.17  0.32

Output
- E_HOMO (eV) = -13.30
- total charge = +1
- orbital gap (eV) = 10.86

Entry b
Computed, not measured: 9 unconnected molecules or ions with the total composition C6H31N2O8, with ωB97M-V/def2-TZVPD.

Positions of all 47 atoms, in Å:
C  -2.42  -2.15  -0.73
C  -1.26  -3.15  -1.06
C  0.13  -2.52  -1.27
C  1.01  -2.52  0.00
C  2.39  -1.92  -0.30
N  2.17  -0.52  -0.67
C  3.02  0.42  -0.28
N  3.03  1.59  -0.88
H  -2.54  -2.20  0.34
H  -3.26  -2.44  -1.34
H  -2.06  -1.11  -0.85
H  -1.56  -3.81  -1.92
H  -1.30  -3.91  -0.30
H  0.63  -3.13  -2.02
H  -0.01  -1.53  -1.74
H  0.85  -3.39  0.67
H  0.54  -1.76  0.69
H  3.10  -2.00  0.54
H  2.89  -2.41  -1.15
H  1.28  -0.29  -1.07
H  3.92  0.07  0.24
H  2.25  1.73  -1.54
H  3.55  2.41  -0.57
H  -0.19  1.22  -3.11
H  -0.27  1.74  -1.79
O  0.38  1.74  -2.53
H  -2.46  0.86  2.08
H  -1.67  1.17  3.40
O  -2.09  0.47  2.89
H  -3.25  0.76  -1.46
H  -3.62  1.93  -2.37
O  -2.86  1.48  -1.99
H  2.82  1.18  2.52
H  3.63  2.39  2.54
O  3.24  1.78  1.89
H  0.04  2.97  1.02
H  -0.16  4.44  1.24
O  -0.57  3.69  0.79
H  -1.04  1.35  0.37
H  0.04  0.25  0.62
O  -0.19  1.00  0.02
H  -2.02  2.83  0.62
H  -3.20  2.13  -0.04
O  -2.55  1.99  0.66
H  -0.48  -0.27  2.80
H  -0.17  -1.71  2.45
O  0.27  -0.86  2.57

Output
- E_HOMO (eV) = -13.57
- total charge = +1
- orbital gap (eV) = 11.00

Entry c
Computed, not measured: 9 unconnected molecules or ions with the total composition C6H31N2O8, with ωB97M-V/def2-TZVPD.

Positions of all 47 atoms, in Å:
C  -1.45  -1.46  -0.23
C  -1.23  -0.10  0.44
C  -0.22  0.81  -0.08
N  2.95  0.04  -2.10
C  1.83  0.69  -1.51
C  1.24  0.37  -0.30
C  2.07  -0.38  0.68
N  -2.13  -1.36  -1.59
H  -0.39  -1.94  -0.39
H  -2.02  -2.08  0.57
H  -2.34  0.39  0.61
H  -0.92  -0.41  1.53
H  -0.61  1.26  -1.03
H  -0.17  1.77  0.54
H  3.30  0.57  -2.92
H  3.68  -0.22  -1.47
H  1.38  1.44  -2.09
H  2.74  0.24  1.27
H  2.71  -1.17  0.38
H  1.25  -0.85  1.39
H  -1.37  -1.68  -2.24
H  -2.43  -0.37  -1.79
H  -2.87  -2.05  -1.87
H  0.41  2.23  3.15
H  -0.19  0.81  2.77
O  -0.40  1.76  2.85
H  -0.80  -1.12  -4.59
H  -1.37  0.26  -4.45
O  -0.94  -0.43  -3.95
H  1.19  -1.71  -2.72
H  1.33  -3.15  -2.97
O  0.83  -2.50  -2.56
H  1.53  -1.76  4.29
H  0.94  -0.33  4.42
O  1.00  -1.10  3.81
H  -3.22  2.11  -2.15
H  -3.50  1.65  -0.60
O  -3.36  1.42  -1.54
H  1.92  2.96  1.73
H  2.73  3.38  2.85
O  2.04  2.75  2.61
H  -2.44  2.58  1.78
H  -3.73  3.29  1.14
O  -3.19  2.45  1.21
H  2.02  -3.49  1.69
H  1.17  -2.25  1.87
O  1.06  -3.31  1.53

Output
- E_HOMO (eV) = -10.56
- total charge = +1
- orbital gap (eV) = 8.14

Most stable structure: entry a